1.
22
Properties=species:S:1:pos:R:3:forces:R:3 method="wB97M-V/def2-TZVPD" e_lumo_ev=-4.299 charge=+1 max_force_ha_per_bohr=0.086 e_tot_ev=-16743.4032 e_above_lowest_kj_mol=0.0
C 0.460948 -1.729784 0.693052 0.49 0.32 0.97
C -1.129310 -0.126650 0.479555 3.29 -1.40 -2.52
O -0.966194 -1.488386 0.510809 -0.41 0.70 1.10
F 3.353746 -0.257690 2.255836 -0.33 -0.18 -0.01
H -3.293721 1.510705 -2.070866 -0.02 0.00 0.04
N -4.003645 1.336018 -1.356011 -0.01 0.08 0.14
H 0.583385 -2.021957 1.748600 -0.01 -0.59 -0.62
C 2.604464 -0.325791 -0.064974 -0.76 0.28 1.36
H 1.043835 0.253694 1.454271 0.69 -0.52 -0.07
H 2.878669 -1.305771 -0.486131 -0.05 0.43 0.02
H -4.840779 1.886267 -1.563741 0.03 -0.02 0.00
C 3.665589 0.066150 0.979054 -3.49 -1.93 -0.27
H 0.255444 1.401015 -0.436440 -0.35 -0.36 -0.21
H -0.065990 -0.160341 -1.376514 0.51 0.24 0.24
C 0.086405 0.314818 -0.394283 -0.13 0.56 1.33
O 4.648312 0.576040 0.718841 3.89 2.02 -0.70
H -4.242128 0.340798 -1.347500 0.03 0.02 0.07
H 2.617369 0.464917 -0.829766 0.39 -0.50 0.13
H -3.632386 1.602471 -0.433579 0.13 -0.17 0.04
O -1.954347 0.506595 1.018319 -2.35 0.96 0.56
C 1.177667 -0.345290 0.538062 -1.65 -0.27 -1.95
H 0.752666 -2.497828 -0.036595 0.11 0.31 0.37

***

2.
18
Properties=species:S:1:pos:R:3:forces:R:3 method="wB97M-V/def2-TZVPD" e_lumo_ev=0.353 smiles="C/C=C/C(C)(C)I" max_force_ha_per_bohr=0.096 e_tot_ev=-14499.2326 e_above_lowest_kj_mol=17.2
H 1.153334 0.946396 2.041674 0.18 1.10 -1.59
C 0.706606 1.359756 1.073540 -3.08 2.56 2.93
H -1.255908 -2.825208 0.571781 0.18 -0.50 0.25
H -2.584288 -2.366873 -0.524457 0.85 0.76 1.09
I 3.162124 0.006025 0.077338 -0.30 0.13 -0.21
H 1.793182 1.528953 -1.888766 0.53 0.36 -0.11
H 0.419446 0.538506 -2.241413 -0.33 -0.36 -0.31
C 0.843014 1.211186 -1.522296 -1.87 1.46 1.55
C -1.029976 -0.855311 -0.030011 -0.47 0.99 -0.55
H -0.418216 1.338148 1.503907 1.81 -0.37 -1.67
H -1.375112 0.114962 -0.374536 -1.21 -0.18 0.02
C 0.953042 0.538389 -0.126968 1.68 -1.13 -0.21
H 0.160752 2.152077 -1.409403 1.08 -1.62 -0.38
H -2.508634 -1.719514 1.212133 0.39 -0.47 -0.98
C 0.260810 -0.774959 0.118080 1.90 -1.98 -0.49
H 0.733482 2.487091 0.845713 1.05 -1.56 0.79
C -1.891598 -1.999199 0.308253 -1.73 -0.23 -0.13
H 0.877942 -1.680428 0.365428 -0.66 1.04 0.01

***

3.
21
Properties=species:S:1:pos:R:3:forces:R:3 method="wB97M-V/def2-TZVPD" e_lumo_ev=0.552 max_force_ha_per_bohr=0.089 e_tot_ev=-20640.5759 e_above_lowest_kj_mol=169.7
H -1.679840 -3.662662 1.870010 0.37 -0.74 -0.99
C -0.961718 -0.021119 -0.842515 0.42 1.18 -0.12
O 1.107314 -0.760571 2.112606 0.26 0.06 -0.22
C 1.197654 -0.095397 0.942689 1.97 -3.46 -2.26
H -0.710044 -3.400456 -3.035865 0.31 1.25 1.84
H 2.266124 -0.153862 0.641540 -0.92 0.18 -0.17
H 0.486156 1.629216 1.771615 0.21 -0.06 -1.05
H 0.956052 1.827077 -0.016539 -0.97 -1.33 1.22
C -0.952798 0.802339 0.455644 -2.38 2.10 -1.02
O -0.434488 -2.551044 -2.561807 0.06 -0.96 -0.83
O -0.768320 -3.278031 -0.403648 0.49 0.58 -1.18
H -1.542580 0.322161 1.255304 0.71 -0.19 -0.03
H -1.572241 1.780151 0.266791 1.15 -1.56 0.36
H 1.091604 -0.759701 -1.480925 -1.10 -0.24 0.01
H -1.926670 -0.494014 -0.742870 -0.33 -0.48 -1.04
H -0.930278 0.790667 -1.652486 -0.13 -1.60 0.60
C -0.351271 -2.462599 -1.200592 0.06 0.77 0.99
C 0.458781 1.115479 0.759188 0.59 3.31 1.00
H 0.270795 -0.513870 2.478939 -1.07 -0.22 0.80
I -2.039560 -2.639469 2.978692 -0.36 0.83 0.97
C 0.204776 -1.028791 -0.863270 0.66 0.57 1.12

***

4.
18
Properties=species:S:1:pos:R:3:forces:R:3 method="wB97M-V/def2-TZVPD" e_lumo_ev=0.925 max_force_ha_per_bohr=0.091 e_tot_ev=-7888.1827 e_above_lowest_kj_mol=226.6
H 2.166496 1.378955 0.315925 0.28 -0.11 -0.79
C 1.175722 1.187946 0.695686 -0.04 1.47 0.76
N -1.406563 1.113609 -1.334154 -0.79 0.68 -0.21
H -2.988286 -0.945384 0.062853 -1.60 0.41 0.45
H 1.497247 -0.821648 -1.349181 0.22 -0.25 -0.58
H -1.733248 -1.477874 -0.839150 0.70 -0.83 -0.55
C 1.070105 -0.847444 -0.360896 -0.13 -0.64 -1.16
C -1.939902 -0.974130 0.076639 1.24 1.61 -0.79
H 0.804735 2.132173 0.991900 -0.63 1.34 0.19
H 1.376988 0.691623 1.606924 -0.07 -0.92 1.12
H 0.337139 1.687345 -2.295809 1.11 0.89 -1.72
H 1.923992 -0.961231 0.291771 0.05 0.40 0.47
C 0.261517 0.431393 -0.201221 1.20 1.30 -0.48
H 0.552486 -1.773922 -0.272458 -0.81 -0.64 -0.10
C -1.294659 0.453737 -0.009665 -1.60 -1.18 0.69
C -0.147531 1.234805 -1.506181 -1.22 -2.86 3.48
H -1.582803 -1.490117 0.949063 0.18 -0.35 0.28
H -1.905860 1.031434 0.792740 1.91 -0.30 -1.08